--- a ---
Molecular formula: C5H10N2O
Method: DFT, ωB97M-V with the def2-TZVPD basis set

CARTESIAN COORDINATES (ANGSTROEM)
C -2.264 1.179 -0.270
C -0.565 -1.662 0.759
C -0.800 0.782 -0.236
C -0.159 -0.344 0.166
H -0.235 -1.681 1.805
H -2.431 2.071 -0.877
H -2.593 1.391 0.754
H -2.886 0.334 -0.581
H -1.644 -1.822 0.742
H -0.008 -2.482 0.299
C 1.097 0.273 -0.303
N 1.667 -0.318 -1.466
N 2.097 0.456 0.695
O 0.275 1.416 -0.569
H 1.727 1.007 1.466
H 1.708 0.389 -2.197
H 2.636 -0.559 -1.290
H 2.379 -0.431 1.101

Computed properties:
- Kohn-Sham gap: 8.4701 eV
- HOMO level: -7.54 eV



--- b ---
Molecular formula: C5H10N2O
Method: DFT, ωB97M-V with the def2-TZVPD basis set

CARTESIAN COORDINATES (ANGSTROEM)
C -1.331 -0.435 1.125
C -0.491 0.046 -0.025
C -1.011 0.424 -1.221
N -2.347 0.482 -1.528
C 0.950 0.001 0.071
C 1.620 -0.137 1.406
N 1.579 0.062 -1.051
O 2.983 0.182 -0.954
H -2.238 -0.926 0.772
H -1.631 0.396 1.765
H -0.796 -1.160 1.734
H -0.380 0.900 -1.956
H -2.972 -0.076 -0.967
H -2.590 0.541 -2.503
H 2.628 0.267 1.345
H 1.068 0.394 2.179
H 1.693 -1.189 1.683
H 3.265 0.228 -1.876

Computed properties:
- SMILES string: CC(=C\N)/C(C)=N/O
- Kohn-Sham gap: 8.3019 eV
- HOMO level: -7.40 eV



--- c ---
Molecular formula: C5H10N2O
Method: DFT, ωB97M-V with the def2-TZVPD basis set

CARTESIAN COORDINATES (ANGSTROEM)
C -1.377 1.399 -0.639
C 1.763 -0.669 -0.580
N -1.327 -1.158 -0.728
C -0.735 0.103 -0.245
C 0.666 -0.032 0.228
N 1.066 0.880 1.148
C -1.220 -1.009 0.701
O -1.966 -1.144 1.674
H -0.705 -1.815 -1.194
H 1.963 0.762 1.592
H 0.354 1.296 1.731
H 0.036 -1.356 0.924
H -1.186 1.641 -1.689
H -2.455 1.328 -0.498
H -1.006 2.229 -0.033
H 2.128 0.065 -1.308
H 1.401 -1.536 -1.129
H 2.599 -0.984 0.046

Computed properties:
- Kohn-Sham gap: 8.3255 eV
- HOMO level: -7.89 eV



It turns out b is the most stable, with the second structure 0.121 eV higher.



--- a ---
Molecular formula: C11H11N
Method: DFT, ωB97M-V with the def2-TZVPD basis set

CARTESIAN COORDINATES (ANGSTROEM)
C 2.408 -1.210 0.719
C 2.348 -0.079 1.405
C 2.126 1.084 0.748
C 2.303 1.270 -0.535
C 2.583 0.153 -1.419
C 2.518 -1.074 -0.690
H 2.658 -2.075 1.347
H 2.393 -0.132 2.417
H 1.870 2.033 1.322
H 2.336 2.267 -0.984
H 2.648 0.251 -2.462
H 3.255 -1.931 -1.111
C -1.462 -0.206 -0.198
C -2.061 1.060 -0.165
C -3.489 1.163 0.127
N -4.370 0.152 0.156
C -3.798 -1.054 -0.158
C -2.441 -1.243 -0.050
H -0.333 -0.536 -0.195
H -1.431 1.971 -0.339
H -3.791 2.250 0.501
H -4.428 -1.945 -0.231
H -1.843 -2.170 -0.206

Computed properties:
- SMILES string: c1ccccc1.c1ccncc1
- Kohn-Sham gap: 10.1119 eV
- HOMO level: -9.32 eV



--- b ---
Molecular formula: C11H11N
Method: DFT, ωB97M-V with the def2-TZVPD basis set

CARTESIAN COORDINATES (ANGSTROEM)
C -1.067 -1.139 -0.387
C -0.560 0.177 -0.610
C -1.400 1.290 -0.484
C -2.716 1.044 -0.033
C -3.083 -0.250 0.067
C 0.928 -0.861 0.701
C 0.695 0.509 0.891
C 1.611 1.434 0.345
C 2.746 0.925 -0.244
C 2.961 -0.440 -0.406
C 2.084 -1.380 -0.038
H -0.264 -1.967 -0.422
H 0.394 0.215 -1.062
H -1.108 2.301 -0.568
H -3.413 1.865 0.177
H -4.081 -0.463 0.403
H 0.353 -1.663 1.418
H -0.358 0.797 1.366
H 1.521 2.510 0.685
H 3.745 1.451 -0.336
H 3.974 -0.905 -0.781
H 2.154 -2.429 -0.266
N -2.303 -1.368 0.083

Computed properties:
- Kohn-Sham gap: 7.6031 eV
- HOMO level: -7.30 eV



It turns out a is the most stable, with the second structure 2.390 eV higher.



--- a ---
Molecular formula: C11H11N
Method: DFT, ωB97M-V with the def2-TZVPD basis set

CARTESIAN COORDINATES (ANGSTROEM)
C 2.198 -1.762 0.056
C -2.004 -1.522 -0.924
C -2.087 -0.180 -1.028
C -0.171 -2.007 0.398
C 3.058 -0.651 -0.080
C 0.919 -1.272 0.189
C 1.027 0.168 0.124
C -0.007 0.996 0.306
C -1.563 -1.466 0.528
C -1.754 0.052 0.350
C 0.057 2.440 0.207
N 2.323 0.522 -0.025
H 2.677 -2.748 0.067
H -2.178 -2.381 -1.583
H -2.089 0.564 -1.837
H -0.191 -3.033 0.042
H 4.129 -0.538 -0.245
H -2.142 -2.040 1.171
H -2.417 0.712 0.821
H 1.007 2.772 0.351
H -0.623 2.970 1.088
H -0.333 2.816 -0.698
H 2.781 1.482 0.129

Computed properties:
- Kohn-Sham gap: 7.3336 eV
- HOMO level: -6.52 eV



--- b ---
Molecular formula: C11H11N
Method: DFT, ωB97M-V with the def2-TZVPD basis set

CARTESIAN COORDINATES (ANGSTROEM)
C -2.002 0.847 -0.478
C -0.879 -0.093 -0.197
C -0.602 -1.025 -1.171
C -1.309 -1.086 -2.364
C -2.468 -0.333 -2.389
C 2.793 0.885 1.187
C 2.784 -0.401 0.601
C 1.532 -1.046 0.762
C 0.496 -0.563 1.542
C 0.565 0.724 2.148
C 1.731 1.463 1.810
H -2.119 1.684 0.144
H -0.217 0.287 0.653
H 0.082 -1.822 -0.683
H -1.146 -1.745 -3.311
H -3.080 -0.323 -3.308
H 3.876 1.213 1.346
H 3.604 -0.856 0.129
H 1.287 -2.148 0.528
H -0.392 -1.253 1.685
H -0.290 1.178 2.650
H 1.895 2.605 2.223
N -2.764 0.708 -1.537

Computed properties:
- Kohn-Sham gap: 8.9392 eV
- HOMO level: -8.22 eV



It turns out b is the most stable, with the second structure 0.552 eV higher.



--- a ---
Molecular formula: C6H10O2
Method: DFT, ωB97M-V with the def2-TZVPD basis set

CARTESIAN COORDINATES (ANGSTROEM)
C 1.444 1.391 1.761
C 1.319 0.099 1.500
C 0.056 -0.691 1.683
O -0.126 -1.664 0.685
H 2.382 1.916 1.626
H 0.628 1.966 2.150
H 2.150 -0.476 1.094
H 0.135 -1.254 2.625
H -0.815 -0.023 1.752
H -0.180 -1.225 -0.178
C -1.879 -0.881 -2.308
C -0.834 0.036 -1.891
C 0.004 0.836 -1.583
O 0.934 1.713 -1.304
H -2.119 -1.582 -1.482
H -2.764 -0.334 -2.590
H -1.542 -1.462 -3.167
H 1.207 1.636 -0.373

Computed properties:
- SMILES string: C=CCO.CC#CO
- Kohn-Sham gap: 10.0497 eV
- HOMO level: -9.17 eV



--- b ---
Molecular formula: C6H10O2
Method: DFT, ωB97M-V with the def2-TZVPD basis set

CARTESIAN COORDINATES (ANGSTROEM)
C 0.155 -1.599 1.225
C 0.291 -0.130 0.707
C -1.027 0.777 0.749
C -0.916 -0.119 -1.402
C 0.438 -0.223 -0.821
C 1.581 0.629 0.542
H 1.458 -1.982 1.302
H -0.457 -1.861 2.423
H -0.489 -2.332 0.490
H -1.043 1.869 0.589
H -1.844 0.716 1.591
H -0.782 0.911 -1.777
H -1.477 -0.779 -2.006
H 0.943 -1.370 -0.838
H 2.344 -0.114 0.706
H 1.674 1.648 1.026
O -1.742 -0.043 -0.362
O 1.310 0.954 -0.826

Computed properties:
- Kohn-Sham gap: 10.4505 eV
- HOMO level: -9.60 eV



It turns out a is the most stable, with the second structure 2.897 eV higher.



--- a ---
Molecular formula: C6H10O2
Method: DFT, ωB97M-V with the def2-TZVPD basis set

CARTESIAN COORDINATES (ANGSTROEM)
C -1.074 -1.241 -1.223
C 0.110 -0.623 -1.443
C 0.361 0.798 -1.012
C 0.090 0.943 0.465
C -0.655 1.900 0.995
C 0.636 -0.192 1.323
O 1.765 -0.727 0.554
O -0.270 -1.202 1.535
H -1.316 -2.168 -1.725
H -1.941 -0.627 -1.006
H 0.901 -1.132 -1.981
H -0.267 1.479 -1.586
H 1.414 1.035 -1.182
H -0.874 1.919 2.051
H -1.206 2.595 0.381
H 0.978 0.191 2.298
H 2.046 -1.529 1.010
H -0.700 -1.419 0.548

Computed properties:
- SMILES string: C=CCC(=C)C(O)O
- Kohn-Sham gap: 10.2777 eV
- HOMO level: -9.34 eV



--- b ---
Molecular formula: C6H10O2
Method: DFT, ωB97M-V with the def2-TZVPD basis set

CARTESIAN COORDINATES (ANGSTROEM)
C -2.409 0.078 1.498
C -1.571 0.405 0.537
C -0.347 1.256 0.727
C 0.762 0.977 -0.298
C 1.501 -0.373 -0.226
C 0.955 -1.403 -1.156
O -0.192 -1.731 -1.282
O 1.953 -2.047 -1.812
H -3.382 -0.386 1.435
H -2.343 0.462 2.519
H -1.753 0.079 -0.479
H 0.078 1.298 1.719
H -0.710 2.213 0.364
H 1.530 1.754 -0.267
H 0.381 1.083 -1.317
H 1.399 -0.780 0.781
H 2.561 -0.179 -0.316
H 1.585 -2.705 -2.427

Computed properties:
- SMILES string: C=CCCCC(=O)O
- Kohn-Sham gap: 10.2307 eV
- HOMO level: -9.43 eV



--- c ---
Molecular formula: C6H10O2
Method: DFT, ωB97M-V with the def2-TZVPD basis set

CARTESIAN COORDINATES (ANGSTROEM)
O -0.752 -0.384 1.758
C -0.755 -0.565 0.298
C 0.524 -1.363 -0.124
C 1.646 -0.359 -0.180
O 1.217 0.730 0.832
C 0.140 1.564 0.170
C -0.717 0.662 -0.578
C -1.938 -0.069 -0.284
H 0.334 -0.223 1.815
H 0.557 -1.977 -1.042
H 0.493 -2.207 0.668
H 1.723 0.281 -1.179
H 2.734 -0.762 -0.165
H -0.602 2.158 0.871
H 0.711 2.287 -0.433
H -0.238 0.361 -1.465
H -2.346 -0.553 -1.250
H -2.732 0.418 0.290

Computed properties:
- SMILES string: O[C@]12CCOC[C@@H]1C2
- Kohn-Sham gap: 9.5646 eV
- HOMO level: -8.67 eV



It turns out b is the most stable, with the second structure 1.536 eV higher.



--- a ---
Molecular formula: C6H10O2
Method: DFT, ωB97M-V with the def2-TZVPD basis set

CARTESIAN COORDINATES (ANGSTROEM)
C -2.083 -0.853 -0.602
C -1.435 -0.508 0.510
C -0.383 0.505 0.562
C -0.553 1.748 0.972
C 1.077 -0.007 0.133
C 1.004 -0.906 -1.087
O 1.926 1.098 -0.083
O 1.623 -0.732 1.193
H -2.026 -0.249 -1.494
H -2.887 -1.568 -0.585
H -1.561 -1.089 1.416
H 0.271 2.443 1.041
H -1.526 2.118 1.254
H 0.607 -0.367 -1.944
H 1.995 -1.290 -1.309
H 0.296 -1.737 -0.891
H 1.726 1.492 -0.938
H 1.928 -0.097 1.851

Computed properties:
- SMILES string: C=CC(=C)C(C)(O)O
- Kohn-Sham gap: 10.3528 eV
- HOMO level: -9.53 eV



--- b ---
Molecular formula: C6H10O2
Method: DFT, ωB97M-V with the def2-TZVPD basis set

CARTESIAN COORDINATES (ANGSTROEM)
C -1.968 -1.028 -0.726
C -1.430 0.349 -0.294
C -1.075 0.618 1.099
C 0.004 0.606 0.082
C 0.632 1.930 -0.252
C 0.966 -0.569 0.115
O 0.739 -1.625 0.693
O 2.127 -0.329 -0.544
H -1.695 -1.872 -0.039
H -3.016 -0.947 -0.873
H -1.618 -1.326 -1.723
H -1.864 1.198 -0.865
H -1.439 1.478 1.591
H -1.083 -0.282 1.757
H 1.540 2.190 0.390
H -0.141 2.758 0.035
H 0.909 2.102 -1.273
H 2.714 -1.106 -0.333

Computed properties:
- SMILES string: C[C@H]1C[C@@]1(C)C(=O)O
- Kohn-Sham gap: 11.0268 eV
- HOMO level: -10.20 eV



--- c ---
Molecular formula: C6H10O2
Method: DFT, ωB97M-V with the def2-TZVPD basis set

CARTESIAN COORDINATES (ANGSTROEM)
C -1.045 -0.348 -0.557
C -0.858 -0.764 0.862
C -0.480 0.696 1.144
C -0.118 0.749 -0.308
C 1.232 0.318 -0.686
C 2.104 -0.478 0.012
H -0.033 -1.787 -1.332
H -2.050 0.132 -0.613
H -1.712 -1.341 1.481
H 0.013 -1.449 0.943
H 0.304 1.013 1.835
H -1.412 1.416 1.289
H -1.093 2.455 -0.504
H 1.554 0.609 -1.648
H 3.082 -0.767 -0.301
H 1.718 -1.036 0.996
O -0.914 -1.338 -1.535
O -0.294 1.918 -1.078

Computed properties:
- Kohn-Sham gap: 10.4819 eV
- HOMO level: -9.67 eV



It turns out b is the most stable, with the second structure 1.085 eV higher.



--- a ---
Molecular formula: CH3NOS
Method: DFT, ωB97M-V with the def2-TZVPD basis set

CARTESIAN COORDINATES (ANGSTROEM)
C -0.158 0.314 -0.523
N 0.900 0.046 -1.444
O 2.616 0.255 -0.414
S 0.953 -0.538 -2.869
H -0.753 -0.613 -0.504
H -0.711 1.159 -0.759
H 0.421 0.459 0.390

Computed properties:
- Kohn-Sham gap (alpha / beta): 7.3546 / 7.2164 eV
- HOMO level (alpha / beta): -9.20 / -9.14 eV



--- b ---
Molecular formula: CH3NOS
Method: DFT, ωB97M-V with the def2-TZVPD basis set

CARTESIAN COORDINATES (ANGSTROEM)
C 1.053 -0.421 -0.113
H -2.146 0.267 0.990
H 0.076 1.375 -0.754
H 0.635 -1.436 0.224
N -0.102 0.316 0.218
O 2.108 0.044 -0.258
S -1.625 -0.145 -0.306

Computed properties:
- Kohn-Sham gap: 9.6295 eV
- HOMO level: -9.59 eV



--- c ---
Molecular formula: CH3NOS
Method: DFT, ωB97M-V with the def2-TZVPD basis set

CARTESIAN COORDINATES (ANGSTROEM)
C -1.608 0.173 -0.383
N -2.096 -0.072 0.648
H -1.654 0.158 -1.462
O 1.505 0.784 0.074
S 1.985 -0.641 0.841
H 0.611 1.039 0.436
H 1.258 -1.442 -0.153

Computed properties:
- SMILES string: C#N.OS
- Kohn-Sham gap: 9.7024 eV
- HOMO level: -9.42 eV



--- d ---
Molecular formula: CH3NOS
Method: DFT, ωB97M-V with the def2-TZVPD basis set

CARTESIAN COORDINATES (ANGSTROEM)
C -0.533 0.177 0.399
N -0.052 -0.822 -0.302
O 2.159 0.714 -0.200
S 1.351 -0.192 0.564
H -0.888 1.570 -0.693
H -1.494 0.222 0.942
H -0.543 -1.669 -0.709

Computed properties:
- Kohn-Sham gap: 8.6691 eV
- HOMO level: -8.57 eV



It turns out c is the most stable, with the second structure 1.052 eV higher.



--- a ---
Molecular formula: C2H8NO2P
Method: DFT, ωB97M-V with the def2-TZVPD basis set

CARTESIAN COORDINATES (ANGSTROEM)
C -0.719 -0.505 1.334
C 0.118 -1.013 -1.012
N 0.332 -0.492 0.356
O 2.780 -0.271 -0.333
O 0.859 2.307 -0.579
P 1.877 -0.126 0.824
H -1.369 0.263 1.005
H -1.294 -1.385 1.293
H -0.341 -0.297 2.281
H -0.118 -2.047 -0.926
H -0.708 -0.349 -1.410
H 1.173 -0.809 -1.340
H 1.093 3.099 -0.139
H 1.728 1.907 -0.902

Computed properties:
- Multiplicity: 3
- Kohn-Sham gap (alpha / beta): 6.7263 / 6.4711 eV
- HOMO level (alpha / beta): -5.88 / -9.35 eV



--- b ---
Molecular formula: C2H8NO2P
Method: DFT, ωB97M-V with the def2-TZVPD basis set

CARTESIAN COORDINATES (ANGSTROEM)
C 2.216 -0.581 -0.272
C 1.170 0.539 -0.298
N -2.281 -0.928 0.002
O -1.685 1.488 -0.959
O 0.042 -0.011 0.398
P -1.509 0.554 0.166
H 2.333 -1.079 -1.181
H 3.123 -0.032 -0.026
H 1.918 -1.227 0.525
H 0.718 0.856 -1.233
H 1.428 1.373 0.352
H -1.957 -1.597 0.642
H -3.326 -0.944 -0.271
H -2.190 1.588 2.155

Computed properties:
- Multiplicity: 3
- Kohn-Sham gap (alpha / beta): 8.2790 / 8.5214 eV
- HOMO level (alpha / beta): -7.27 / -10.59 eV



It turns out b is the most stable, with the second structure 0.168 eV higher.



--- a ---
Molecular formula: C3H5N3OS
Method: DFT, ωB97M-V with the def2-TZVPD basis set

CARTESIAN COORDINATES (ANGSTROEM)
C -1.898 1.392 0.242
O -1.387 0.036 0.265
C 0.149 0.027 0.144
N 0.944 1.016 0.106
N 2.215 0.487 0.137
N 2.212 -0.779 0.349
C 0.868 -1.240 0.249
S 0.773 -2.315 -1.285
H -1.121 2.101 0.368
H -2.429 1.333 1.186
H -2.244 1.428 -0.808
H 0.586 -1.947 1.170
H 1.334 -1.539 -2.123

Computed properties:
- SMILES string: COC1=NN=N[C@@H]1S
- Kohn-Sham gap: 9.2275 eV
- HOMO level: -9.99 eV



--- b ---
Molecular formula: C3H5N3OS
Method: DFT, ωB97M-V with the def2-TZVPD basis set

CARTESIAN COORDINATES (ANGSTROEM)
N -0.537 -0.633 -1.482
N 0.016 0.077 -0.479
C 1.471 0.372 -0.796
C 2.070 0.588 0.448
O 1.122 0.425 1.459
C -0.080 0.080 0.938
N -1.093 -0.235 1.747
S -2.686 -0.129 0.594
H -1.461 -0.486 -1.819
H -0.205 -1.836 -1.426
H 1.880 0.477 -1.779
H 2.983 1.315 0.869
H -3.481 -0.016 1.729

Computed properties:
- SMILES string: Nn1cco/c1=N/S
- Kohn-Sham gap: 8.6434 eV
- HOMO level: -8.10 eV



It turns out a is the most stable, with the second structure 0.954 eV higher.



--- a ---
Molecular formula: C3H5N3OS
Method: DFT, ωB97M-V with the def2-TZVPD basis set

CARTESIAN COORDINATES (ANGSTROEM)
N 2.263 -0.921 -0.635
C 1.196 -0.573 0.133
O 0.505 -1.355 0.792
N 1.036 0.833 -0.031
C -0.118 1.377 0.137
N -1.494 0.907 0.050
C -1.998 -0.361 0.082
S -3.586 -0.704 -0.190
H 2.625 -1.925 -0.464
H 3.129 -0.154 -0.574
H -0.073 2.434 0.299
H -2.187 1.636 0.123
H -1.297 -1.193 0.278

Computed properties:
- SMILES string: NC(=O)/N=C\NC=S
- Kohn-Sham gap: 8.2522 eV
- HOMO level: -8.69 eV



--- b ---
Molecular formula: C3H5N3OS
Method: DFT, ωB97M-V with the def2-TZVPD basis set

CARTESIAN COORDINATES (ANGSTROEM)
N 1.922 -1.636 -0.136
N 0.834 -0.748 -0.087
C 0.337 -0.119 -1.182
C -0.662 0.701 -0.737
S -1.713 1.789 -1.623
C -0.708 0.473 0.647
O -1.535 1.076 1.528
N 0.200 -0.412 1.057
H 1.647 -2.537 0.256
H 2.588 -1.300 0.527
H 0.675 -0.323 -2.183
H -2.198 2.365 -0.500
H -1.386 0.672 2.433

Computed properties:
- SMILES string: Nn1cc(S)c(O)n1
- Kohn-Sham gap: 8.9138 eV
- HOMO level: -8.13 eV



It turns out a is the most stable, with the second structure 0.661 eV higher.